Entry 1:
A cluster of 18 separate species, C54H126N18O18 in total, computed with ωB97M-V with the def2-TZVPD basis set.

Properties
Energy relative to the best compared isomer or geometry (same formula, charge and spin): 1301.01 kJ/mol
Gap between HOMO and LUMO: 8.00 eV
Highest occupied orbital energy: -7.93 eV

Geometry as ORCA input:
```
! RIJCOSX wB97M-V def2-TZVPD def2/J DEFGRID3
* xyz 0 1
C 5.72 -4.05 0.14
O 5.74 -3.63 1.30
N 5.08 -3.49 -0.89
C 5.35 -3.93 -2.24
C 4.35 -2.26 -0.75
H 6.25 -4.95 -0.21
H 6.10 -3.32 -2.76
H 4.38 -3.92 -2.73
H 5.87 -4.88 -2.18
H 5.05 -1.43 -0.75
H 3.60 -2.20 -1.54
H 3.79 -2.20 0.18
C -1.53 -1.31 6.93
O -2.20 -0.87 7.92
N -1.81 -1.00 5.67
C -2.59 0.10 5.18
C -0.87 -1.39 4.62
H -0.76 -2.10 6.94
H -3.51 0.26 5.74
H -2.78 0.01 4.11
H -2.09 1.06 5.23
H -0.22 -0.55 4.41
H -0.15 -2.15 4.92
H -1.30 -1.61 3.64
C -1.23 2.62 0.97
O -2.33 2.49 0.39
N -0.22 3.41 0.49
C 0.86 3.93 1.34
C -0.28 4.10 -0.78
H -0.93 2.07 1.89
H 1.85 3.71 0.95
H 0.76 3.66 2.39
H 0.83 5.02 1.29
H -1.24 3.82 -1.21
H -0.12 5.16 -0.62
H 0.50 3.78 -1.47
C -8.09 -0.60 3.84
O -7.18 -0.76 4.62
N -7.99 -0.86 2.57
C -9.20 -0.90 1.75
C -6.77 -1.51 2.08
H -9.05 -0.11 4.07
H -9.69 -1.84 1.52
H -9.01 -0.46 0.77
H -9.96 -0.31 2.25
H -5.81 -1.33 2.58
H -7.04 -2.55 2.29
H -6.49 -1.28 1.05
C 1.65 -4.45 6.75
O 1.05 -3.36 6.63
N 2.25 -5.07 5.75
C 2.82 -6.41 5.96
C 2.18 -4.63 4.32
H 1.69 -5.05 7.68
H 2.19 -7.10 5.41
H 2.85 -6.85 6.96
H 3.78 -6.49 5.45
H 2.03 -3.56 4.16
H 3.17 -4.82 3.91
H 1.44 -5.23 3.79
C -2.94 1.80 -4.31
O -2.65 0.94 -3.54
N -3.85 1.61 -5.32
C -4.46 2.67 -6.13
C -4.66 0.41 -5.50
H -2.56 2.84 -4.30
H -5.55 2.68 -6.10
H -4.21 2.56 -7.19
H -4.11 3.64 -5.78
H -4.14 -0.49 -5.17
H -5.52 0.64 -4.87
H -4.92 0.38 -6.55
C 4.49 3.45 2.47
O 3.87 3.91 3.46
N 5.75 3.79 2.18
C 6.55 2.93 1.26
C 6.45 4.85 2.89
H 4.10 2.81 1.66
H 7.33 3.52 0.77
H 5.93 2.54 0.44
H 7.21 2.24 1.79
H 6.94 5.38 2.08
H 5.74 5.59 3.28
H 7.15 4.50 3.65
C 1.79 6.33 -4.03
O 1.18 5.25 -4.07
N 2.95 6.53 -4.64
C 3.41 7.96 -4.79
C 3.62 5.54 -5.52
H 1.29 7.23 -3.66
H 4.34 8.13 -4.24
H 2.71 8.76 -4.56
H 3.73 8.17 -5.82
H 3.69 5.94 -6.52
H 4.65 5.32 -5.24
H 3.12 4.57 -5.54
C 4.92 -0.37 2.42
O 4.35 0.46 1.66
N 4.28 -0.82 3.57
C 4.88 -2.06 4.19
C 2.80 -0.61 3.61
H 5.96 -0.73 2.38
H 4.70 -2.91 3.53
H 4.35 -2.28 5.11
H 5.95 -1.96 4.34
H 2.41 -1.33 2.88
H 2.39 -0.95 4.57
H 2.47 0.36 3.25
C -4.19 -2.87 0.01
O -4.09 -2.63 1.19
N -4.36 -1.91 -0.93
C -4.59 -0.56 -0.55
C -4.31 -2.27 -2.34
H -3.91 -3.82 -0.48
H -4.44 -0.43 0.52
H -5.61 -0.28 -0.80
H -3.85 0.13 -0.97
H -4.07 -1.38 -2.91
H -3.54 -3.02 -2.52
H -5.30 -2.67 -2.57
C -5.05 -2.98 6.30
O -5.31 -3.00 7.51
N -4.29 -3.93 5.72
C -3.99 -3.91 4.26
C -3.64 -5.06 6.37
H -5.31 -2.14 5.64
H -3.89 -4.96 3.99
H -3.03 -3.50 3.96
H -4.83 -3.45 3.73
H -3.76 -5.12 7.45
H -3.88 -6.07 6.03
H -2.58 -4.92 6.18
C 1.20 -1.90 -4.48
O 1.46 -2.66 -3.53
N 0.03 -1.77 -5.09
C -0.13 -0.68 -6.19
C -1.12 -2.53 -4.75
H 1.92 -1.27 -5.01
H -0.38 -1.04 -7.18
H 0.78 -0.09 -6.31
H -0.92 0.01 -5.93
H -0.90 -3.43 -4.19
H -1.77 -1.84 -4.21
H -1.60 -2.77 -5.70
C -5.70 2.82 -0.38
O -6.42 3.06 -1.33
N -6.22 2.32 0.77
C -5.45 1.93 1.90
C -7.64 2.12 0.92
H -4.60 2.82 -0.35
H -4.39 2.10 1.71
H -5.52 0.86 2.10
H -5.72 2.54 2.77
H -7.98 2.14 1.95
H -8.17 2.91 0.38
H -7.66 1.12 0.50
C -0.30 -1.02 0.62
O 0.38 -1.35 1.61
N 0.20 -0.29 -0.40
C -0.71 0.20 -1.42
C 1.61 -0.12 -0.58
H -1.37 -1.22 0.49
H -1.73 0.27 -1.05
H -0.65 -0.41 -2.32
H -0.52 1.22 -1.77
H 1.77 0.90 -0.92
H 2.22 -0.30 0.30
H 2.07 -0.71 -1.38
C -0.72 -4.73 -0.82
O -1.89 -5.23 -0.81
N 0.45 -5.39 -0.46
C 1.78 -4.77 -0.51
C 0.32 -6.75 0.16
H -0.52 -3.70 -1.16
H 2.02 -3.89 -1.11
H 2.57 -5.44 -0.87
H 2.17 -4.61 0.50
H 0.78 -6.68 1.15
H -0.67 -7.20 0.21
H 0.98 -7.42 -0.39
C 8.54 0.60 -2.01
O 7.59 1.42 -1.99
N 8.76 -0.37 -1.07
C 9.91 -1.24 -1.13
C 8.03 -0.39 0.20
H 9.24 0.50 -2.85
H 10.68 -0.91 -0.43
H 10.38 -1.27 -2.11
H 9.66 -2.28 -0.91
H 6.97 -0.34 -0.04
H 8.21 -1.35 0.69
H 8.41 0.30 0.95
C 2.84 2.32 -4.07
O 2.63 1.91 -5.23
N 3.65 1.75 -3.16
C 4.16 2.45 -1.97
C 4.37 0.50 -3.35
H 2.41 3.28 -3.76
H 3.91 3.49 -1.80
H 5.22 2.58 -2.16
H 4.04 1.88 -1.05
H 5.28 0.60 -2.75
H 3.83 -0.38 -3.01
H 4.61 0.29 -4.39
C -4.65 6.93 -4.09
O -5.24 7.98 -4.36
N -5.17 5.79 -3.67
C -4.39 4.62 -3.28
C -6.64 5.57 -3.61
H -3.56 6.82 -4.14
H -4.44 4.42 -2.21
H -3.35 4.83 -3.53
H -4.78 3.73 -3.78
H -6.96 4.68 -4.15
H -7.11 5.44 -2.63
H -7.21 6.37 -4.07
*
```

Löwdin population analysis, charges in e, atoms 1 to 2: C -0.328; O -0.018

Entry 2:
A cluster of 12 separate species, C54H126N6O6 in total, computed with ωB97M-V with the def2-TZVPD basis set.

Properties
Energy relative to the best compared isomer or geometry (same formula, charge and spin): 355.66 kJ/mol
Gap between HOMO and LUMO (spin up / spin down): 7.10 / 2.84 eV
Highest occupied orbital energy (spin up / spin down): -9.19 / -9.19 eV

Geometry as ORCA input:
```
! RIJCOSX wB97M-V def2-TZVPD def2/J DEFGRID3
* xyz 1 2
C 2.05 8.51 -3.24
C 1.12 7.54 -3.96
N 0.43 6.58 -3.13
C 1.40 5.66 -2.44
C 0.77 4.86 -1.35
C -0.84 5.93 -3.73
C -0.51 4.91 -4.75
H 2.91 7.89 -3.02
H 1.67 9.03 -2.36
H 2.21 9.22 -4.05
H 0.30 8.06 -4.46
H 1.57 7.05 -4.82
H 1.93 5.16 -3.25
H 2.24 6.20 -1.99
H -0.15 5.30 -0.96
H 0.85 3.79 -1.53
H 1.29 5.12 -0.42
H -1.57 6.64 -4.12
H -1.40 5.33 -3.01
H -1.42 4.38 -5.03
H 0.25 4.19 -4.45
H -0.14 5.45 -5.62
C 2.45 2.83 -8.30
C 1.42 1.81 -7.63
N 2.15 0.51 -7.34
C 1.16 -0.55 -7.23
C 0.70 -1.19 -8.57
C 3.13 0.60 -6.26
C 2.41 0.69 -4.95
H 1.80 3.51 -8.86
H 3.20 2.44 -8.99
H 2.93 3.44 -7.54
H 0.95 2.22 -6.74
H 0.59 1.62 -8.30
H 1.41 -1.48 -6.71
H 0.38 -0.14 -6.59
H 1.59 -1.57 -9.07
H -0.05 -1.97 -8.38
H 0.19 -0.50 -9.24
H 3.79 1.46 -6.38
H 3.68 -0.34 -6.24
H 1.82 -0.20 -4.70
H 1.67 1.49 -4.91
H 3.03 1.04 -4.12
C -1.85 -2.15 3.29
C -1.84 -3.70 3.29
N -1.01 -4.25 4.42
C 0.41 -3.81 4.48
C 1.27 -4.45 3.45
C -1.30 -5.66 4.65
C -1.11 -6.15 6.09
H -0.88 -1.81 2.93
H -2.10 -1.56 4.17
H -2.60 -1.84 2.56
H -2.82 -4.17 3.32
H -1.40 -4.01 2.34
H 0.42 -2.73 4.28
H 0.89 -4.10 5.41
H 2.26 -4.03 3.64
H 1.38 -5.54 3.46
H 1.02 -4.17 2.43
H -0.84 -6.29 3.89
H -2.33 -5.90 4.40
H -1.59 -7.12 6.24
H -1.60 -5.55 6.85
H -0.06 -6.28 6.38
C -1.40 -2.06 8.27
C -1.74 -1.28 7.02
N -2.69 -0.16 7.23
C -2.97 0.66 6.09
C -1.62 1.13 5.42
C -3.98 -0.59 7.82
C -4.70 0.59 8.47
H -1.55 -1.46 9.17
H -0.34 -2.30 8.17
H -2.04 -2.93 8.39
H -0.79 -0.99 6.58
H -2.23 -1.97 6.33
H -3.42 1.62 6.35
H -3.50 0.13 5.29
H -0.77 1.33 6.08
H -1.88 1.77 4.58
H -1.26 0.25 4.89
H -4.64 -1.09 7.12
H -3.72 -1.22 8.67
H -5.58 0.12 8.91
H -3.98 1.08 9.13
H -5.00 1.40 7.81
C 6.54 -2.40 -1.92
C 7.01 -0.93 -1.72
N 6.45 -0.52 -0.46
C 4.94 -0.49 -0.31
C 4.13 0.22 -1.44
C 6.92 0.85 -0.12
C 7.04 0.94 1.37
H 6.87 -2.60 -2.94
H 5.46 -2.57 -1.86
H 7.07 -3.05 -1.23
H 8.08 -0.71 -1.76
H 6.66 -0.31 -2.55
H 4.66 -1.54 -0.29
H 4.63 -0.21 0.69
H 4.11 -0.33 -2.38
H 3.11 0.42 -1.13
H 4.50 1.23 -1.62
H 6.31 1.64 -0.54
H 7.92 0.90 -0.55
H 7.70 0.13 1.71
H 6.10 0.70 1.86
H 7.36 1.95 1.63
C -1.17 1.39 -2.68
C -0.03 0.61 -2.15
N -0.40 0.18 -0.80
C 0.39 -0.92 -0.31
C 0.17 -2.21 -0.96
C -0.35 1.24 0.25
C -1.19 0.98 1.52
H -2.12 0.87 -2.63
H -0.91 1.58 -3.72
H -1.41 2.31 -2.14
H 0.19 -0.22 -2.82
H 0.89 1.20 -2.15
H 1.43 -0.62 -0.42
H 0.23 -1.08 0.76
H -0.81 -2.60 -0.67
H 0.14 -2.12 -2.04
H 0.96 -2.92 -0.73
H -0.69 2.16 -0.23
H 0.68 1.38 0.59
H -1.81 1.84 1.76
H -0.57 0.76 2.40
H -1.88 0.16 1.34
C 1.74 -5.88 -0.40
C 2.80 -5.31 -1.29
O 2.49 -5.01 -2.41
C 4.21 -5.03 -0.70
H 1.08 -6.34 -1.13
H 1.21 -5.06 0.08
H 1.94 -6.64 0.36
H 4.69 -5.82 -0.11
H 4.26 -4.13 -0.08
H 4.86 -4.85 -1.56
C 1.83 -0.01 4.79
C 3.10 -0.28 4.10
O 3.09 -0.65 2.95
C 4.36 -0.35 4.95
H 1.52 -0.88 5.37
H 1.03 0.19 4.07
H 1.98 0.88 5.39
H 4.83 -1.33 4.81
H 4.30 -0.10 6.01
H 5.09 0.26 4.42
C -0.64 -5.39 -3.03
C -2.11 -5.30 -2.49
O -2.86 -4.44 -2.91
C -2.43 -6.37 -1.48
H -0.14 -4.94 -2.18
H -0.57 -4.89 -4.00
H -0.30 -6.42 -3.17
H -2.53 -7.25 -2.11
H -3.41 -6.01 -1.14
H -1.69 -6.34 -0.68
C -3.92 3.85 0.11
C -2.97 4.61 1.07
O -2.31 5.53 0.62
C -3.05 4.30 2.58
H -4.90 4.21 0.42
H -3.76 2.79 0.30
H -3.67 4.12 -0.92
H -3.22 3.24 2.77
H -3.85 4.97 2.89
H -2.13 4.68 3.03
C -5.13 1.03 -4.24
C -4.98 2.42 -3.56
O -3.84 2.78 -3.18
C -6.23 3.29 -3.26
H -4.31 0.36 -3.96
H -5.10 1.24 -5.30
H -6.16 0.71 -4.13
H -6.08 4.17 -3.88
H -6.21 3.62 -2.22
H -7.17 2.81 -3.52
C -7.15 -0.56 1.70
C -5.83 -0.18 2.40
O -5.46 -0.69 3.34
C -4.86 0.73 1.67
H -7.65 -1.46 2.09
H -6.99 -0.53 0.63
H -7.91 0.16 2.00
H -4.19 1.09 2.45
H -5.44 1.56 1.26
H -4.41 0.26 0.80
*
```

Löwdin population analysis, charges in e, atoms 1 to 2: C -0.036; C -0.223